A structure of composition C39H44CrGeN3O3PS2 at a distorted geometry. Source: OMol25; level of theory: ωB97M-V with the def2-TZVPD basis set.

Structure (XYZ):
```
94
C39H44CrGeN3O3PS2 ωB97M-V with the def2-TZVPD basis set
H -2.514 -4.256 1.481
C 4.267 5.119 -1.074
H 3.573 -1.974 0.669
C 4.255 -0.135 -4.326
C -5.344 4.564 -1.828
N 0.447 0.707 1.176
H -2.095 5.802 -1.726
H -0.428 1.154 4.172
H 2.817 2.414 -2.509
H 2.324 3.956 1.446
C 3.964 4.172 -2.043
H -1.687 -2.814 -0.348
C 1.784 -5.305 -0.102
H -2.961 4.427 -3.651
H 3.917 5.798 0.929
C 2.797 -5.263 0.846
C 2.047 -2.940 -0.498
H 3.093 -6.168 1.359
S -2.505 1.178 0.169
C 3.686 5.048 0.186
H -0.431 5.560 -1.161
H 4.192 -0.024 -0.469
C 0.460 0.819 3.633
H -0.910 -1.372 -5.060
H 6.235 0.669 -4.153
C -0.778 -0.932 2.183
C 3.437 -4.064 1.127
C -1.105 4.105 -2.610
H -2.058 3.009 -4.208
H -1.112 -1.308 4.266
C 3.068 -2.911 0.455
H -2.280 -3.464 3.843
H 6.169 0.747 -1.681
H -5.637 5.276 -1.056
C -1.088 5.505 -2.024
H 0.380 -1.623 -3.914
H -3.250 -2.785 -2.069
O 0.862 1.422 -1.123
C 3.102 -0.584 -2.246
C 5.322 0.363 -2.236
C 3.136 -0.584 -3.641
C 1.523 2.020 -0.174
H 1.107 1.674 3.461
C 3.066 3.157 -1.761
H -1.190 0.237 -2.794
H -2.966 -4.964 -3.119
H 4.262 -0.148 -5.408
H -0.087 3.793 -2.846
C -5.660 2.629 -0.259
H 1.292 -6.244 -0.319
S -1.167 4.093 1.181
C 0.056 0.238 2.324
C -2.468 -2.942 -2.802
C -1.592 -2.510 0.686
Cr -0.421 0.095 -0.416
H 4.227 -4.032 1.867
C -1.720 -0.651 -2.440
H -1.513 4.640 -4.652
C -1.263 -4.388 -4.358
H -4.282 2.685 -1.926
H 0.606 -4.184 -1.502
H 0.341 -3.577 -5.453
N -1.004 -1.328 0.901
H 4.429 4.226 -3.018
P -2.183 3.170 -0.210
C 2.806 4.023 0.482
N 1.357 1.688 1.086
H -5.203 1.734 0.156
O -1.603 3.071 -1.706
H -0.722 6.204 -2.778
Ge 1.483 -1.230 -1.304
C -1.254 -1.675 3.261
H 2.281 -0.938 -4.207
C -2.311 -4.145 -3.385
C 5.355 0.332 -3.622
H -4.667 5.059 -2.522
H -5.939 3.286 0.566
C 1.400 -4.147 -0.761
H -6.558 2.350 -0.811
H -6.231 4.247 -2.376
O -3.596 3.874 -0.365
C 4.204 -0.087 -1.552
H 0.980 0.085 4.251
H 4.957 5.920 -1.306
C -1.603 -1.825 -3.108
H -1.153 -5.382 -4.770
C -0.448 -3.401 -4.732
C -4.691 3.363 -1.170
H -2.596 -0.508 -1.821
C -1.964 4.039 -3.861
C -0.601 -2.006 -4.219
C -1.904 -2.869 3.023
C -2.049 -3.309 1.710
C 2.490 3.077 -0.495
```

Output
Gap between HOMO and LUMO (alpha / beta) = 5.7 / 5.9 eV
Spin multiplicity = 2
Net charge = +1
<S²> = 0.789


A structure of composition C39H44FN8O9SSiY at a distorted geometry. Source: OMol25; level of theory: ωB97M-V with the def2-TZVPD basis set.

Structure (XYZ):
```
104
C39H44FN8O9SSiY ωB97M-V with the def2-TZVPD basis set
H 8.783 2.494 2.299
H 3.787 -3.247 2.989
C 1.864 -2.248 3.088
C -5.975 2.023 1.853
C -0.571 -3.644 1.392
C -2.140 -0.599 -2.329
S 2.342 2.704 1.931
H -7.261 0.701 -3.045
H 2.822 -0.453 2.357
O 4.454 -3.582 -3.749
N 3.550 3.067 -0.519
C -5.611 1.486 -0.846
C 1.565 -2.846 4.466
H 4.521 0.754 1.736
C 3.432 -3.273 -4.518
H -2.048 -2.578 0.225
N 0.508 -1.280 -3.727
H -5.709 0.488 -4.914
C -2.016 -3.356 0.982
C 1.215 -2.031 -4.576
C -6.484 1.477 -3.140
H 4.437 -3.082 -2.818
H 3.978 4.864 2.586
N -5.430 1.184 -2.179
C 2.879 -3.148 2.386
N 2.113 1.498 -1.591
H 3.744 3.334 -3.864
C -6.752 2.184 -0.412
H 2.478 -4.147 2.231
H -0.489 -0.958 -3.810
H -8.129 3.677 -1.068
C 3.198 -1.785 -1.456
N 1.144 -1.132 -2.568
O -2.533 0.125 0.543
H -7.863 3.099 -3.521
H 0.088 -3.488 -0.666
O 3.339 -3.702 -5.657
H -6.342 3.586 -2.761
H -5.143 2.149 -4.700
C 0.173 -4.184 0.169
H -6.802 1.830 -5.230
C -6.932 2.434 0.938
O 2.753 -1.239 -0.429
O -1.370 -1.215 -1.567
C -4.639 1.099 0.100
O 1.868 4.052 1.710
H 6.965 0.991 2.050
H -1.188 -5.592 2.142
N 8.235 3.200 2.770
H 6.436 5.136 2.979
H 4.742 4.214 -1.701
C -4.302 0.524 -2.547
H -4.057 1.089 2.151
C -1.037 -1.344 3.369
C 2.530 -0.891 3.308
C 2.398 -2.394 -3.943
C -0.726 1.748 -0.884
C 4.949 1.706 2.006
H 2.489 -2.929 5.047
H -0.240 -5.147 -0.146
H -4.158 0.319 -3.594
C 2.590 2.119 -0.481
N 2.066 1.730 0.668
H 3.157 -2.724 1.425
C -7.117 2.819 -2.776
H -1.060 -4.341 3.380
H -7.812 2.959 1.281
C -3.327 0.118 -1.707
C 2.292 -1.788 -2.660
H -2.592 -3.017 1.838
F -6.198 2.280 3.170
C 3.438 2.969 -2.895
Si 0.231 -1.896 1.978
N -1.359 2.585 -1.376
H 3.425 -0.989 3.928
C -5.995 1.484 -4.586
H 8.602 4.133 2.639
Y 0.427 -0.089 -0.106
O 4.320 -2.343 -1.558
C -3.394 0.401 -0.289
O 1.800 2.067 3.109
H 0.398 -5.076 2.710
H 0.876 -2.214 5.020
C 6.019 4.176 2.699
H 1.857 -0.188 3.790
H 2.097 1.436 -3.624
C -4.829 1.384 1.455
C 6.861 3.079 2.534
H 1.231 -4.328 0.376
C -0.603 -4.728 2.472
H -1.952 -0.986 2.907
C 2.520 1.934 -2.758
H 0.866 -2.271 -5.561
C 4.129 2.807 2.158
H -0.625 -0.514 3.938
C -7.759 2.705 -1.402
C 6.314 1.844 2.184
H -1.306 -2.135 4.070
H 1.135 -3.841 4.383
O -2.051 -0.558 -3.578
H -2.497 -4.250 0.579
C 4.660 4.034 2.499
H -8.619 2.027 -1.454
C 3.954 3.463 -1.706
```

Output
Gap between HOMO and LUMO = 5.9 eV
Spin multiplicity = 1
Net charge = -2


A structure of composition C39H44I2N11OSTl at a distorted geometry. Source: OMol25; level of theory: ωB97M-V with the def2-TZVPD basis set.

Structure (XYZ):
```
99
C39H44I2N11OSTl ωB97M-V with the def2-TZVPD basis set
Tl -0.297 -0.042 0.294
H 3.149 -1.600 -5.163
H 1.755 -0.442 -3.471
C -2.637 -3.594 -0.795
H 4.131 4.913 -2.781
H -5.139 3.691 3.017
H -0.203 -3.330 5.845
C -0.989 -0.628 -4.313
H -1.637 1.999 -4.480
C 0.447 0.717 4.715
H -0.184 0.082 -4.139
H -2.667 -4.614 -0.435
C 2.149 0.069 3.160
H -0.817 2.818 -2.828
C -4.096 3.654 2.718
C 2.707 -4.072 -2.900
N -2.263 0.066 -3.960
N -2.436 1.091 0.669
C 1.914 -3.341 -2.031
H 5.354 1.077 -1.312
C 3.162 -3.446 -4.052
H -2.405 -2.452 5.053
C 3.981 -4.155 -5.003
C 2.583 3.415 -2.568
C 0.829 0.515 3.381
H -3.504 3.611 3.636
C 0.768 -2.901 3.982
H -0.871 -1.498 -3.672
N -0.594 -1.921 2.286
C 3.274 1.246 -1.747
C -3.531 -1.835 -2.128
C -1.532 -1.432 -0.817
H 0.959 0.623 6.793
H -1.035 -0.916 -5.360
C -2.370 0.318 -2.466
C -1.621 -2.749 -0.374
H -3.246 0.952 -2.330
H -4.308 -1.472 -2.796
H -4.449 -3.765 -1.937
C 2.020 -1.484 -3.338
H 3.677 -0.440 1.768
H 5.892 3.386 -1.987
N 0.123 2.307 0.329
H 2.961 -5.100 -2.684
C 2.808 -2.122 -4.279
S 1.141 4.236 -3.048
I -1.453 1.489 5.112
C 0.580 -2.380 2.710
H -1.853 3.616 2.496
C -0.314 -2.938 4.843
N 1.817 -1.067 0.973
H -0.894 -3.130 0.326
C 3.000 -0.195 4.224
C -2.477 -0.998 -1.753
C -2.429 1.313 -4.762
N -1.671 3.032 1.698
N -3.895 2.466 1.893
C 0.260 2.795 -2.742
H 2.268 -1.253 0.081
C -3.624 -3.130 -1.648
H 1.521 -3.820 -1.142
C -2.683 2.136 1.392
H 4.005 -0.549 4.027
N 1.564 -2.066 -2.225
H 1.744 -3.251 4.291
C -5.018 1.581 1.633
C 1.294 0.458 5.778
H 2.635 -2.633 2.147
C -1.632 -1.952 3.121
H -3.406 1.741 -4.550
H -3.031 -0.565 -4.195
H 1.423 3.753 1.991
C -1.539 -2.452 4.406
C 3.892 3.898 -2.497
H -3.252 0.510 0.532
H -3.866 4.569 2.171
C 2.268 2.101 -2.215
H -2.346 1.063 -5.816
N 4.628 -4.720 -5.763
I 3.859 -0.418 7.110
H 1.124 2.468 0.260
H 3.034 0.230 -1.463
N 0.922 1.761 -2.332
H -5.930 2.070 1.960
H 1.459 -3.113 0.923
C 1.685 -2.358 1.679
C 4.563 1.723 -1.667
H 0.096 4.136 2.981
O 0.008 0.749 2.399
H 2.616 0.853 1.211
H -1.471 0.864 -2.187
C 2.578 -0.018 5.533
C 4.870 3.040 -2.048
H -4.921 0.633 2.170
H -5.119 1.377 0.565
C 2.638 -0.098 1.749
H -2.568 -1.556 2.745
N 0.424 3.822 2.082
C -0.335 2.981 1.341
```

Output
Gap between HOMO and LUMO = 6.9 eV
Spin multiplicity = 1
Net charge = +2


A cluster of 11 separate species, C39H45Cl4N9O4 in total at a distorted geometry. Source: OMol25; level of theory: ωB97M-V with the def2-TZVPD basis set.

Structure (XYZ):
```
101
C39H45Cl4N9O4 ωB97M-V with the def2-TZVPD basis set
H 4.119 -2.162 1.962
H -1.019 -0.680 -3.405
H 1.244 7.331 0.494
H -0.957 4.450 -3.048
C 3.373 3.606 -1.181
C 4.030 -2.049 0.886
H 0.589 7.358 2.128
Cl -0.360 5.649 0.787
C 3.990 -1.832 -1.799
C -0.242 -1.019 -4.077
N 2.091 -5.675 -2.296
Cl -2.134 -2.609 5.956
C 0.802 -0.179 -4.409
C -0.097 1.836 0.390
C -5.688 1.783 2.740
N 0.657 -2.740 -5.469
H 0.108 -0.612 5.962
C 1.085 -0.168 5.819
H 2.453 -0.598 0.915
H 3.934 -1.894 -2.880
C 3.450 1.061 5.338
C -1.547 3.876 -3.746
H 0.129 -3.754 0.455
H -5.274 -1.560 2.891
H 5.526 -3.314 -1.691
C 1.843 -0.668 -5.188
O 1.131 4.017 -1.562
C -3.250 -2.175 0.381
C 0.337 7.242 1.080
H 0.786 1.269 7.375
H 2.389 -0.431 -1.585
H -4.076 3.150 3.024
C -6.063 0.449 2.745
H 2.680 -0.070 -5.519
H 4.124 2.960 -1.621
H 2.370 -2.338 -6.472
H 4.403 1.554 5.161
C 0.937 -3.722 -1.528
H -2.645 -2.791 1.041
C -5.083 -0.495 2.981
H -0.089 0.658 -1.403
Cl -0.794 8.538 0.673
N -2.691 3.883 -5.861
H -1.078 -2.978 -4.425
H -4.290 -2.374 0.613
H -3.000 -1.122 0.385
H 2.331 -7.174 -0.953
H -3.633 2.141 -6.414
H 1.904 -1.561 4.359
C -4.368 2.109 2.991
O 1.968 2.224 -2.425
C -0.152 0.646 -0.321
H -1.670 2.051 -2.621
H 0.912 0.816 -3.995
C 0.675 -4.302 -0.306
H -0.313 2.639 2.383
H 3.258 3.523 -0.108
H -0.232 2.779 -0.121
H -2.436 1.296 3.489
C 2.663 1.533 6.370
C -0.272 -2.282 -4.634
C -1.955 4.475 -4.928
C -0.109 0.512 2.358
C 3.189 -1.117 0.315
H -0.158 -1.467 -0.213
C 1.673 -4.432 -2.470
H -6.415 2.549 2.500
C -0.239 1.750 1.769
C 3.138 -1.024 -1.072
H 3.594 4.614 -1.526
H 1.815 -3.964 -3.442
C -3.004 2.600 -5.658
N 4.878 -2.809 0.189
C 1.135 -5.599 -0.097
N -0.123 -0.640 1.685
C -0.214 -0.551 0.362
N 2.053 3.254 -1.781
C -1.913 2.551 -3.554
H -2.900 0.851 -4.398
H -7.080 0.118 2.588
C 1.861 -6.207 -1.100
N -3.821 -0.200 3.294
C 1.460 0.896 6.613
N -3.012 -2.667 -1.013
O -3.693 -3.591 -1.406
H -1.484 -1.935 3.813
H 0.558 -2.732 -1.746
H -0.123 0.358 3.432
C 2.005 -0.621 4.896
N 3.136 0.009 4.587
H 2.931 2.418 6.928
C -2.614 1.883 -4.544
H -1.655 5.498 -5.138
O -2.124 -2.123 -1.647
H -2.219 -3.551 3.809
C -3.475 1.083 3.270
C 1.680 -1.933 -5.736
C -1.522 -2.895 4.316
Cl 0.055 -3.678 4.301
C 4.837 -2.696 -1.126
H 1.018 -6.089 0.860
```

Output
Gap between HOMO and LUMO = 8.7 eV
Structure (SMILES) = C[N+](=O)[O-].C[N+](=O)[O-].c1ccncc1.c1ccncc1.c1ccncc1.c1ccncc1.c1ccncc1.c1ccncc1.c1ccncc1.ClCCl.ClCCl
Spin multiplicity = 1
Net charge = 0